Entry from OMol25: a cluster of 14 separate species, C23H64BO21 in total in a non-equilibrium geometry (ωB97M-V with the def2-TZVPD basis set).

Its total charge is -1. Its LUMO energy is 2.2195 eV. For the HOMO energy, the calculation gives -8.1 eV.

```
109
Properties=species:S:1:pos:R:3:forces:R:3:mulliken_charge:R:1
O -0.89465 3.53614 0.70020 -0.020 0.135 0.216 -0.6010
C -0.39848 2.45989 0.57174 -0.186 -0.040 -0.200 0.0770
O -0.98331 1.38167 0.06568 0.154 0.061 -0.115 -0.6747
B 0.03191 0.36077 -0.21203 -0.152 0.076 0.249 0.5703
O 1.24358 0.81894 0.51918 -0.299 -0.159 -0.268 0.0360
C 1.05465 2.07598 0.90672 0.309 -0.182 -0.139 0.5211
O 1.88970 2.77635 1.39169 0.002 0.201 0.114 -0.5254
O 0.29188 0.23860 -1.65732 0.230 -0.068 -0.039 -0.7676
C 0.07822 -1.00266 -2.04329 -0.351 -0.002 -0.030 0.5495
O 0.16956 -1.44023 -3.15376 0.100 -0.050 -0.072 -0.5808
C -0.39730 -1.80958 -0.80332 0.427 0.716 -0.596 0.1321
O -0.42221 -0.96991 0.21066 0.014 -0.277 0.331 0.2118
O -0.67692 -2.96725 -0.82381 -0.198 -0.459 0.338 0.0792
C -3.29971 -3.61606 -2.83193 0.595 0.363 0.029 -0.0783
O -4.66782 -3.89554 -2.59921 -0.022 0.015 -0.055 -0.5608
H -2.72548 -3.88327 -1.94567 -0.060 -0.235 -0.048 -0.0928
H -2.88888 -4.15117 -3.69528 -0.192 -0.172 0.053 0.3081
H -3.07554 -2.55571 -2.99868 -0.333 0.028 0.019 0.0584
H -5.20479 -3.20695 -2.99765 0.053 0.041 -0.020 0.3349
C 5.82106 -0.19360 1.24722 0.528 -0.409 0.293 -1.4745
C 4.41102 0.28251 1.13718 -1.034 -0.083 0.410 0.8426
O 3.57585 -0.55730 1.96804 0.176 0.084 -0.399 -0.6325
H 6.51303 0.41521 0.66568 -0.050 -0.004 -0.112 0.3858
H 5.89552 -1.23918 0.93709 0.008 0.102 -0.201 0.2829
H 6.16420 -0.18169 2.28527 -0.126 0.175 0.002 0.3451
H 4.01638 0.21755 0.11833 0.297 0.103 -0.101 0.0662
H 4.27775 1.31275 1.48158 0.215 0.044 -0.114 -0.1450
H 2.69548 -0.46985 1.58330 -0.080 -0.001 0.214 0.2147
C 3.11853 -3.65355 -1.10161 0.223 0.514 0.587 -0.1391
C 3.25462 -4.46962 0.17439 -0.114 -0.756 -0.831 -0.3694
O 2.82065 -5.83522 -0.05809 -0.002 0.303 0.191 -0.5946
H 2.07009 -3.48626 -1.34901 0.076 -0.238 -0.235 -0.4397
H 3.68015 -4.12360 -1.90927 -0.251 -0.049 -0.140 0.4010
H 3.56365 -2.66452 -0.95898 0.014 0.024 0.091 0.2438
H 2.58749 -4.11501 0.95413 0.227 0.176 0.173 0.2145
H 4.30008 -4.48725 0.48634 -0.101 0.149 0.352 0.3679
H 3.50205 -6.31957 -0.53124 0.044 0.107 -0.083 0.2955
C 0.63402 4.79901 3.75692 -0.351 -0.474 0.366 -0.6982
C 0.92544 6.10153 4.46414 0.036 0.264 -0.490 -0.3519
O 1.50288 5.91788 5.74657 -0.061 0.093 0.149 -0.5313
H 1.49512 4.13426 3.70914 0.187 0.225 -0.063 0.3214
H 0.24010 4.94111 2.75145 0.068 0.086 -0.034 0.1005
H -0.13211 4.25525 4.32988 -0.012 0.041 -0.127 0.3984
H 0.00667 6.70232 4.51397 -0.001 -0.050 0.183 0.1006
H 1.63100 6.70992 3.89550 0.138 -0.137 0.068 0.3349
H 0.89841 5.38446 6.27167 0.021 -0.040 -0.021 0.2967
C 2.19685 3.11945 -2.24956 -0.022 -0.060 0.111 -0.6265
C 0.92061 3.39260 -3.01608 0.074 0.078 -0.675 0.0118
O 1.00914 4.60307 -3.79021 -0.080 -0.110 0.198 -0.6010
H 3.04920 3.12264 -2.93174 -0.017 0.015 -0.027 0.4312
H 2.14634 2.12469 -1.80133 0.029 0.055 0.093 -0.0070
H 2.38022 3.86441 -1.47451 -0.045 -0.004 0.005 0.2226
H 0.04127 3.50676 -2.38257 0.105 -0.009 0.196 0.0168
H 0.72801 2.55142 -3.69137 -0.102 0.004 0.108 0.2276
H 1.34300 4.37438 -4.66060 0.046 0.005 0.014 0.3454
C 0.31646 -6.16732 -3.78571 -0.309 -0.220 -0.090 -1.2547
C 0.98796 -4.80207 -3.72584 -0.803 -0.501 0.349 0.8593
O 1.40792 -4.35866 -5.01186 0.113 0.056 0.260 -0.5869
H 0.05606 -6.54527 -2.79449 0.162 0.161 0.053 0.3638
H 0.90990 -6.92636 -4.29915 0.127 0.132 -0.027 0.3381
H -0.64092 -6.07202 -4.31407 0.129 -0.052 -0.108 0.2904
H 1.83085 -4.80454 -3.03714 0.169 -0.034 -0.430 -0.2066
H 0.23847 -4.12886 -3.29176 0.264 0.286 -0.061 -0.1182
H 0.60297 -4.21651 -5.51700 0.063 0.029 -0.120 0.3170
C -3.74388 -2.54810 0.83691 0.168 0.227 0.754 -0.1931
C -3.14760 -3.39483 1.95110 -0.252 -1.256 -0.152 -0.1434
O -3.80271 -4.69057 1.98882 0.190 0.260 0.020 -0.6197
H -4.72612 -2.24088 1.19894 -0.118 0.113 -0.417 0.4180
H -3.84077 -3.11110 -0.08758 -0.036 -0.063 -0.006 0.1836
H -3.12942 -1.66304 0.65250 -0.074 0.032 0.019 -0.2715
H -3.35213 -3.01145 2.94959 0.153 0.428 -0.129 0.1742
H -2.07285 -3.56493 1.84533 0.016 0.262 -0.045 0.1470
H -3.36303 -5.26400 1.35426 -0.023 0.030 -0.051 0.3264
C -2.73614 1.09056 -2.97134 -0.124 0.784 0.219 -0.8761
C -3.48856 0.83029 -1.68391 0.507 -0.457 -0.014 0.3799
O -4.80958 0.40994 -2.01075 -0.161 0.190 0.038 -0.5933
H -2.60515 0.19826 -3.57812 -0.017 -0.027 -0.060 0.1905
H -1.76994 1.54554 -2.74846 0.135 -0.310 0.044 -0.0340
H -3.27096 1.86534 -3.52918 -0.096 -0.284 -0.181 0.4251
H -3.46009 1.72064 -1.05051 -0.254 0.063 -0.075 0.4099
H -2.99111 0.03817 -1.10614 -0.012 0.039 -0.030 -0.3043
H -5.34169 0.45297 -1.21154 -0.009 -0.087 -0.002 0.3314
C -2.57125 6.34489 1.98673 -0.159 0.293 -0.786 -0.8369
C -3.15754 6.84286 3.27435 -0.016 -0.456 0.527 -0.1051
O -3.80498 8.08894 3.02672 0.013 -0.083 -0.008 -0.5239
H -3.35773 6.19866 1.24027 -0.068 -0.046 0.149 0.3822
H -2.03893 5.40137 2.06981 0.098 0.029 0.203 0.1050
H -1.91682 7.10553 1.55331 0.179 -0.118 0.156 0.3153
H -2.38134 6.93973 4.04641 0.038 0.221 -0.144 0.1310
H -3.85651 6.09486 3.67779 -0.130 0.175 -0.147 0.2728
H -4.30801 8.34186 3.80463 0.035 -0.018 0.042 0.2874
C -1.15582 -0.53893 3.47223 -0.502 0.052 -0.556 -0.8914
C 0.26087 -0.96685 3.28046 1.196 -0.257 1.384 1.1950
O 0.82940 -1.20180 4.60748 -0.303 0.010 -0.353 -0.6435
H -1.18990 0.37892 4.05584 -0.093 0.031 0.026 0.3404
H -1.75322 -1.30708 3.96241 0.158 -0.038 0.190 0.2751
H -1.62337 -0.37854 2.49593 0.017 0.163 0.068 -0.0170
H 0.88681 -0.18554 2.84803 -0.315 0.029 -0.416 -0.5301
H 0.36626 -1.89085 2.70968 -0.153 0.086 -0.205 0.0441
H 1.76046 -0.96495 4.57399 0.018 -0.079 -0.063 0.3411
O 4.21140 4.13180 2.45336 0.042 0.067 -0.116 -0.6587
H 5.03107 3.86800 2.02695 0.007 0.005 0.002 0.2744
H 3.51215 3.82817 1.85745 -0.028 -0.069 0.181 0.4226
O -0.21619 -1.13900 -6.07594 -0.002 0.017 0.009 -0.6540
H 0.02507 -1.27683 -5.14840 0.005 0.051 0.027 0.4637
H -0.50687 -1.99891 -6.38797 -0.011 -0.004 -0.004 0.2795
O -0.03174 -5.83990 -0.41661 -0.105 0.215 -0.166 -0.6900
H -0.40165 -4.97909 -0.65429 -0.010 -0.055 0.095 0.3135
H 0.92221 -5.72551 -0.53907 0.048 -0.234 0.226 0.3003
```
Forces are in eV/Å.



Entry from OMol25: a cluster of 12 separate species, C23H64Br2N25O12P in total in a non-equilibrium geometry (ωB97M-V with the def2-TZVPD basis set).

Its LUMO energy is -0.3559 eV. For the HOMO energy, the calculation gives -7.6 eV.

```
127
Properties=species:S:1:pos:R:3:forces:R:3:mulliken_charge:R:1
C -3.63197 3.60113 2.95200 3.324 -0.798 -0.726 -0.8039
C -2.18425 3.44810 2.52255 -3.774 0.726 0.571 0.0468
C -1.62077 4.15543 1.13143 0.064 0.564 2.030 -0.9020
C -0.27827 3.39309 0.51642 -0.417 2.142 0.012 0.9297
C 0.79988 3.00405 1.68848 -0.661 -1.189 1.123 -0.1982
C 1.12632 4.20302 2.75956 0.381 -0.752 0.777 -0.6884
N 2.11318 5.24382 2.27141 -1.424 -0.175 -0.404 -0.5441
N 0.33806 4.55003 -0.29799 3.249 -1.445 -1.291 -0.1796
C 1.52234 4.01755 -1.09704 1.128 2.264 -0.895 0.2522
O 2.64847 4.63994 -1.47210 -6.853 -3.710 2.355 -0.6834
C 0.99572 2.47661 -1.40913 1.916 -0.244 0.984 -1.1252
C -0.52211 2.30176 -0.72769 2.541 1.064 -1.694 0.7163
P -0.43880 0.41614 -0.24463 -2.442 -0.902 2.690 0.3860
N -1.01115 0.11488 1.23956 -0.194 -0.254 -1.949 -0.5269
C -1.67554 2.73190 -1.86017 -3.955 -1.557 2.368 -0.0343
Br -1.00860 3.64247 -3.55958 -1.027 -1.015 1.872 -0.1741
C -3.15480 2.46490 -1.65906 3.594 1.318 -2.181 0.0847
C -4.31554 2.87421 -2.77393 -0.513 0.282 1.555 -0.8532
Br -3.88505 1.57754 0.02690 1.049 1.112 -2.409 -0.0761
H -4.23043 2.59962 3.15977 1.588 2.364 0.842 0.1869
H -4.17024 4.63037 3.09527 0.777 -2.129 -1.572 0.2425
H -1.50765 2.83067 3.25408 -1.447 0.279 -2.436 0.1866
H -2.48702 4.28053 0.35039 1.832 -0.560 1.581 0.3266
H -1.31668 5.26431 1.45243 -0.346 -2.250 -0.924 0.3572
H 0.34667 2.10243 2.32492 0.974 1.836 -1.522 0.3726
H 1.83907 2.61116 1.29199 -2.144 0.864 0.586 -0.2406
H 0.18943 4.76033 3.18517 1.612 -1.203 -0.932 0.3115
H 1.64170 3.67423 3.69787 -1.252 0.847 -2.009 0.2002
H 2.61366 4.89419 1.42078 -0.696 0.706 0.994 0.2211
H 1.55963 6.11510 2.07312 1.138 -0.994 -0.169 0.2136
H 0.47028 5.44870 0.21556 0.132 -1.236 -0.584 0.2965
H 1.18118 2.01345 -2.46754 -0.633 1.419 1.815 0.4010
H 1.76887 1.84999 -0.74966 -1.701 1.258 -1.197 0.2724
H 0.91583 -0.10299 -0.28601 -0.670 0.999 -0.626 0.0555
H -1.20490 -0.30905 -1.26071 0.954 0.820 0.235 0.1018
H -1.84756 -0.52511 1.17279 1.239 0.815 0.175 0.0692
H -4.82500 1.91821 -3.22537 1.274 1.815 0.806 0.2666
H -5.17528 3.43836 -2.16774 1.902 -1.258 -1.247 0.2822
H -3.94690 3.63216 -3.58479 -0.397 -1.728 1.604 0.2127
N 2.12970 7.17028 4.71827 0.537 -1.028 0.229 -0.3452
C 1.53015 8.27428 4.23707 0.110 -0.222 -0.385 0.6445
N 1.15434 9.16057 5.17669 -0.639 1.356 0.662 -0.3965
O 1.34241 8.45698 3.04465 -0.162 0.003 -0.319 -0.6638
H 2.29311 7.00202 5.69658 -0.070 0.116 -0.179 0.1559
H 2.42833 6.47755 4.04426 0.045 -0.078 -0.052 0.2677
H 0.69929 10.00561 4.85692 0.181 -0.328 0.162 0.2350
H 1.30033 9.02786 6.16317 -0.014 0.008 -0.221 0.1560
N 5.03512 2.73704 3.29449 -0.259 0.734 1.171 -0.3635
C 4.76644 1.91678 2.26259 -0.034 -0.053 -0.085 0.7145
N 5.82115 1.65059 1.47117 0.568 -0.577 -0.990 -0.0483
O 3.65579 1.45177 2.06081 -0.485 -0.165 -0.146 -0.7053
H 5.94315 3.12981 3.47703 -0.101 -0.084 -0.082 0.1586
H 4.26864 2.96292 3.91484 0.316 -0.052 -0.257 0.2184
H 5.66202 1.03710 0.68267 0.203 0.270 0.279 -0.0596
H 6.74321 2.02395 1.62114 -0.034 0.021 0.049 -0.0169
N 7.58344 0.95773 -2.87723 1.113 0.624 -0.690 -0.3756
C 7.01672 0.30545 -1.84612 -0.505 -0.177 -0.056 0.8197
N 5.75293 -0.09885 -2.06753 -0.786 -0.397 0.364 -0.3041
O 7.60176 0.09731 -0.79499 -0.127 -0.517 0.173 -0.7669
H 7.11779 1.13861 -3.75048 0.073 0.003 0.188 0.1624
H 8.53443 1.27912 -2.75203 -0.461 -0.096 -0.203 0.1623
H 5.28953 -0.59376 -1.31671 -0.043 -0.002 -0.416 0.1281
H 5.25460 0.06315 -2.92630 0.000 -0.049 0.204 0.1399
N -2.26702 5.27324 -7.78536 1.330 0.605 -0.440 -0.3302
C -3.55843 4.89966 -7.73489 -0.588 0.263 -0.660 0.6310
N -3.88313 4.15502 -6.66264 -0.807 -0.861 1.066 -0.2828
O -4.36970 5.21109 -8.59240 -0.004 -0.011 0.003 -0.6585
H -1.58422 5.02667 -7.08888 -0.143 0.047 -0.118 0.1473
H -1.98077 5.83507 -8.57641 -0.100 -0.223 0.334 0.2019
H -4.84554 3.85278 -6.58622 0.400 0.122 -0.031 0.1600
H -3.22920 3.88849 -5.94611 -0.050 0.029 -0.103 0.1243
N 5.58690 -3.66457 -2.94809 0.958 0.337 -1.203 -0.3792
C 4.55791 -3.59079 -2.08463 -0.414 0.077 0.219 0.7014
N 4.56651 -4.53193 -1.12348 -0.405 -0.614 0.942 -0.3667
O 3.68716 -2.73899 -2.16661 -0.116 0.424 -0.043 -0.6591
H 6.31343 -4.35857 -2.89681 -0.154 0.129 0.005 0.1599
H 5.61828 -2.97448 -3.68711 0.022 -0.322 0.301 0.2090
H 3.80946 -4.51209 -0.45274 0.314 -0.085 -0.212 0.2017
H 5.27481 -5.24141 -1.03960 -0.137 0.125 0.053 0.1431
N 9.31705 1.69336 0.19746 -0.394 -0.321 0.226 -0.1776
C 9.85495 2.56772 1.06693 -0.198 -0.214 0.085 0.6491
N 10.86034 3.30753 0.56544 1.217 1.128 -0.034 -0.3815
O 9.46257 2.68065 2.21748 -0.254 0.079 0.332 -0.6631
H 9.62652 1.58594 -0.75375 -0.127 -0.073 0.363 0.1197
H 8.55728 1.11687 0.53474 0.423 0.086 -0.497 0.1799
H 11.29307 3.97819 1.18703 -0.143 -0.246 -0.288 0.2292
H 11.19737 3.22895 -0.37918 -0.081 0.002 0.219 0.1510
N -3.89348 -2.47079 3.16299 0.114 0.606 1.428 -0.3954
C -3.59593 -2.82379 1.89939 0.581 0.106 -0.269 0.6662
N -4.59367 -3.44224 1.24239 -0.769 -0.647 -1.058 -0.2713
O -2.50888 -2.60096 1.39033 -0.051 0.015 -0.070 -0.6737
H -4.78284 -2.64566 3.59953 0.191 0.022 -0.097 0.1550
H -3.17000 -2.00257 3.69281 -0.260 -0.159 -0.178 0.2478
H -4.41121 -3.72471 0.28827 -0.163 0.021 0.068 0.1431
H -5.49553 -3.63446 1.64461 0.264 0.013 0.049 0.1354
N 5.91990 -3.53743 1.99107 -0.886 1.029 -0.157 -0.3082
C 6.41945 -4.76475 2.22338 -0.577 -0.387 0.246 0.6968
N 7.75279 -4.86270 2.07424 1.496 -0.601 -0.143 -0.3943
O 5.71968 -5.71254 2.54354 -0.059 -0.142 -0.077 -0.6580
H 6.48007 -2.74473 1.72660 -0.104 -0.102 0.048 0.1268
H 4.92022 -3.42040 2.09242 0.396 0.032 -0.004 0.1737
H 8.16931 -5.76963 2.23978 -0.146 0.384 -0.040 0.2152
H 8.34569 -4.09368 1.81127 -0.124 -0.117 0.078 0.1607
N -7.26851 -3.33574 -1.20928 -0.702 -0.081 1.249 -0.3655
C -6.32524 -3.56970 -2.13952 0.348 0.025 0.000 0.7718
N -6.66617 -3.19818 -3.38667 0.096 0.117 -1.340 -0.4631
O -5.24749 -4.07780 -1.87352 0.224 -0.340 0.175 -0.6753
H -8.16181 -2.91831 -1.40899 0.168 -0.040 0.055 0.1703
H -7.05206 -3.60055 -0.25725 -0.156 0.171 -0.387 0.1843
H -5.98438 -3.35678 -4.11702 -0.261 0.091 0.244 0.2259
H -7.54870 -2.77830 -3.62526 0.173 -0.052 0.055 0.1563
N -6.35160 -7.48088 -1.14932 1.154 0.062 0.359 -0.3146
C -7.56628 -8.05492 -1.21904 0.136 0.009 0.034 0.6445
N -8.49605 -7.31963 -1.85505 -1.268 0.303 -0.507 -0.3264
O -7.80535 -9.15378 -0.74381 0.173 -0.124 -0.216 -0.7802
H -6.13548 -6.57702 -1.53459 0.079 -0.020 0.028 0.1424
H -5.62276 -8.00112 -0.67870 -0.245 0.237 -0.214 0.1939
H -9.42415 -7.71522 -1.92965 0.299 0.125 0.044 0.2246
H -8.31824 -6.41290 -2.25292 0.040 -0.183 0.087 0.1456
N -8.76764 -10.30747 1.47920 0.663 0.339 0.141 -0.3356
C -10.05905 -10.68105 1.52967 0.268 0.410 -0.563 0.5859
N -10.38375 -11.42568 2.60192 -1.034 -1.014 1.218 -0.3883
O -10.87032 -10.36961 0.67216 -0.334 0.030 -0.085 -0.6686
H -8.08484 -10.55403 2.17568 -0.232 -0.036 -0.089 0.1507
H -8.48139 -9.74563 0.68815 0.118 -0.157 -0.049 0.3238
H -11.34616 -11.72792 2.67834 0.411 0.095 -0.002 0.2306
H -9.72982 -11.69222 3.31845 -0.122 0.071 -0.188 0.1576
```
Forces are in eV/Å.